{
  "formula": "C20H24AsF6N6O2S2Tl",
  "method": "ωB97M-V with the def2-TZVPD basis set",
  "e_homo_ev": -1.14,
  "energy_ev": -137675.49681,
  "e_above_lowest_kj_mol": 199.5,
  "gap_ev": 5.2,
  "charge": -2,
  "symbols": ["Tl", "As", "S", "S", "F", "F", "F", "F", "F", "F", "O", "O", "N", "N", "N", "N", "N", "N", "C", "C", "C", "C", "C", "C", "C", "C", "C", "C", "C", "C", "C", "C", "C", "C", "C", "C", "C", "C", "H", "H", "H", "H", "H", "H", "H", "H", "H", "H", "H", "H", "H", "H", "H", "H", "H", "H", "H", "H", "H", "H", "H", "H"],
  "coordinates": [[-0.05113, -1.13168, -0.13835], [1.43033, 1.49633, 2.14381], [-0.80526, -3.66171, 1.58362], [1.40657, -1.32574, 2.63366], [-0.58882, -0.00490, -5.56339], [-2.72981, -1.43015, -4.61429], [-1.57139, -3.00626, -5.53441], [1.26305, -0.15862, -4.46312], [0.76038, -1.65188, -5.93579], [-2.26790, -3.21179, -3.49607], [0.41267, 1.30839, 0.83775], [-0.77578, -0.84380, -2.79547], [-2.29016, -4.13873, 4.89668], [2.99235, -1.20798, -0.98826], [3.54526, 0.88255, -2.21202], [0.10096, -1.30244, 6.09153], [1.54183, 2.00250, -1.65790], [2.96750, 2.81608, -3.27057], [-0.45887, -1.66976, -3.78535], [-0.68005, -3.03811, 3.17943], [-3.02953, 0.73124, -0.84167], [0.75199, 1.60555, 3.95036], [1.82089, 3.44389, 2.04422], [-1.56944, -3.63938, 4.14713], [-2.73720, 0.64575, 1.56058], [-3.33983, -1.34130, 0.32206], [2.67451, 1.84871, -2.34019], [0.23359, -0.87902, -4.94389], [-3.33020, -0.62664, -0.86529], [-1.75273, -2.32102, -4.36843], [0.12738, -1.67555, 4.99762], [-2.73624, 1.35747, 0.35988], [0.49925, -2.81906, -3.39875], [3.27624, 0.95917, 1.89061], [0.16661, -2.06257, 3.61896], [-3.04794, -0.70732, 1.52671], [3.20249, -0.21188, -1.54387], [-2.38074, 1.32563, 2.85711], [0.22654, 0.70753, 4.24620], [-3.00057, -1.29389, 2.43740], [3.34024, -0.07765, 1.57365], [0.70459, -3.50600, -4.22232], [0.88451, 3.99920, 2.11212], [-2.01104, 0.60225, 3.58570], [1.43311, -2.38400, -3.04291], [2.29561, 3.67022, 1.08915], [3.90826, 2.77174, -3.62188], [-1.59987, 2.07083, 2.69136], [0.85419, 2.66713, -1.96220], [2.48238, 3.75545, 2.85751], [0.04933, -3.37110, -2.57427], [3.68871, 1.61924, 1.12669], [-3.51122, -2.40994, 0.31853], [-3.24922, 1.82846, 3.29322], [1.24881, 1.38823, -0.88979], [-2.44844, 2.40390, 0.36905], [1.61762, 1.74194, 4.59949], [-3.48520, -1.12518, -1.81163], [2.58964, 3.73480, -3.12050], [3.81162, 1.08883, 2.83105], [0.10678, 2.48379, 4.00358], [-2.96718, 1.27823, -1.77381]]
}


{
  "formula": "C25H55AlNO10S6",
  "method": "ωB97M-V with the def2-TZVPD basis set",
  "e_homo_ev": -4.69,
  "energy_ev": -120392.71218,
  "gap_ev": 6.2,
  "charge": -1,
  "symbols": ["S", "S", "S", "S", "S", "S", "Al", "O", "O", "O", "O", "O", "O", "O", "O", "O", "O", "N", "C", "C", "C", "C", "C", "C", "C", "C", "C", "C", "C", "C", "C", "C", "C", "C", "C", "C", "C", "C", "C", "C", "C", "C", "C", "H", "H", "H", "H", "H", "H", "H", "H", "H", "H", "H", "H", "H", "H", "H", "H", "H", "H", "H", "H", "H", "H", "H", "H", "H", "H", "H", "H", "H", "H", "H", "H", "H", "H", "H", "H", "H", "H", "H", "H", "H", "H", "H", "H", "H", "H", "H", "H", "H", "H", "H", "H", "H", "H", "H"],
  "coordinates": [[1.08700, -2.88067, 1.86929], [-10.69887, 3.42628, 0.72265], [7.93746, 0.06131, -2.21372], [4.38411, 3.19002, -0.51663], [-4.16529, -0.08901, 1.92626], [-5.15925, -5.02252, -3.22681], [-3.76686, 0.75856, -0.20058], [0.48002, -3.67385, 0.82816], [-6.38080, -5.79639, -3.21666], [4.67141, 1.80047, -0.24360], [7.95982, 1.37172, -1.60774], [-11.36183, 4.54627, 1.35366], [0.40177, -1.76939, 2.48112], [-4.28614, -4.99888, -4.37877], [3.18996, 3.60373, -1.21179], [7.76467, -0.11771, -3.63529], [-11.33259, 2.66346, -0.32804], [-5.37417, 1.51282, -0.91603], [7.55253, -2.06286, -0.65695], [-5.41661, -3.35676, -1.22343], [-10.13480, 2.29460, 1.98398], [1.57381, 1.02471, 0.61855], [-4.15566, -4.16578, -0.91311], [6.35922, 4.96554, -0.32496], [2.71232, -2.35640, 1.31746], [-0.91197, 1.14593, 0.08181], [1.66054, -3.98223, 3.15477], [-5.54005, -3.34712, -2.74187], [5.81557, 3.92184, -1.30563], [3.07632, -4.35198, 2.73152], [8.95951, -1.51611, -0.39132], [9.39045, -0.83247, -1.68438], [-4.20613, -5.43832, -1.76713], [-8.72728, 1.90843, 1.54127], [-8.06802, 3.20739, 1.07092], [0.39482, 1.98838, 0.24532], [5.97886, 4.50767, 1.08750], [6.74752, -0.94866, -1.33509], [4.51084, 4.10328, 1.01331], [3.71867, -3.04953, 2.24318], [2.01139, 0.30964, -0.72196], [-2.17863, 2.05853, -0.20067], [-9.07170, 3.93022, 0.16737], [3.63637, -4.79744, 3.55450], [1.18070, 0.26908, 1.32154], [-8.77751, 1.19877, 0.71151], [-4.08174, -4.40651, 0.14717], [-1.14419, 0.58578, 1.00798], [9.65471, -2.30590, -0.10608], [4.66252, -3.23458, 1.72825], [2.78512, -1.27429, 1.38133], [10.22074, -0.14164, -1.55234], [-8.16736, 1.44042, 2.35052], [0.99429, -4.83913, 3.22890], [2.17270, 1.07675, -1.49858], [-2.21019, 2.78136, 0.63969], [-4.72088, -6.24836, -1.25135], [7.43772, 5.08301, -0.43408], [-3.21321, -5.76418, -2.07046], [3.86383, 4.97702, 0.93210], [9.62925, -1.56318, -2.45751], [-10.81593, 1.44826, 2.04987], [6.53216, 3.12495, -1.48372], [-6.28916, -3.84592, -0.78020], [7.61804, -2.92787, -1.32200], [4.19216, 3.47665, 1.84396], [2.94235, -0.25798, -0.56844], [-7.83601, 3.83252, 1.93765], [-6.11737, 0.90145, -0.56585], [-10.11577, 2.83622, 2.93024], [0.24923, 2.79805, 0.97956], [5.90145, 5.93720, -0.52898], [-0.85633, 0.44803, -0.77146], [3.04404, -5.07668, 1.91362], [-2.02622, 2.53649, -1.18928], [3.93370, -2.40604, 3.10042], [6.14041, 5.29365, 1.82577], [-3.27892, -0.49938, -1.10230], [-3.17172, -1.02486, 2.08599], [2.42756, 1.55373, 1.08037], [0.55857, 2.46086, -0.74325], [8.92413, -0.78709, 0.42248], [7.06776, -2.39330, 0.26191], [-7.13087, 3.01589, 0.54432], [2.83410, -2.67370, 0.28303], [5.51492, 4.37135, -2.24964], [-3.27376, -3.57768, -1.17687], [1.66141, -3.42482, 4.09195], [-8.98604, 5.01168, 0.24892], [-8.96378, 3.62731, -0.87340], [6.58875, 3.64600, 1.37208], [1.16699, -0.31497, -1.05896], [-5.34421, 1.28436, -1.90988], [6.02298, -1.34336, -2.04390], [-5.35509, -2.34694, -0.82098], [-6.53461, -3.07918, -3.09292], [6.24337, -0.31317, -0.60630], [-4.79318, -2.69285, -3.19283]]
}


{
  "formula": "C24H19FN4O4S",
  "method": "ωB97M-V with the def2-TZVPD basis set",
  "e_homo_ev": -7.40,
  "energy_ev": -52877.23544,
  "gap_ev": 7.7,
  "symbols": ["S", "F", "O", "O", "O", "O", "N", "N", "N", "N", "C", "C", "C", "C", "C", "C", "C", "C", "C", "C", "C", "C", "C", "C", "C", "C", "C", "C", "C", "C", "C", "C", "C", "C", "H", "H", "H", "H", "H", "H", "H", "H", "H", "H", "H", "H", "H", "H", "H", "H", "H", "H", "H"],
  "coordinates": [[1.84130, 2.09392, 2.59274], [4.39462, -1.90163, 0.77103], [-6.30502, -1.83988, 0.60580], [1.31691, 3.92694, 0.10294], [2.39866, -0.13035, 1.42221], [1.46510, 0.97002, -1.09577], [0.34934, -0.91216, 0.86874], [-1.42066, 1.75924, 0.19095], [-0.37965, 2.70364, -0.18592], [0.10092, 0.26842, 1.54254], [0.51292, 3.27102, 0.37366], [-5.34506, -1.21292, 0.21948], [4.12896, -4.10934, -0.24591], [3.66767, -2.73720, 0.26484], [-0.24599, 2.43349, -1.85666], [1.09478, 1.96451, -1.75772], [1.81878, -4.71207, -0.65561], [-3.88942, -0.21318, -1.46775], [3.02507, 1.68234, -2.70615], [-2.14475, 1.36082, -0.70670], [2.20610, -2.35837, 0.04411], [0.46347, 2.90323, 2.05263], [-4.68609, -0.70098, 1.11965], [-3.67994, 0.17837, 1.04144], [1.55922, -1.27102, 0.98959], [3.30715, -4.72349, -0.79679], [1.98476, 2.42892, -2.92435], [1.40533, -3.55029, -0.17675], [-7.15110, -2.61857, -0.26343], [-1.24082, 1.35195, -1.98188], [-5.01705, -1.00442, -1.16183], [-3.27374, 0.30354, -0.16281], [2.92225, 0.59673, -1.65138], [1.36880, 0.56723, 1.61822], [5.16614, -4.18894, -0.25413], [-0.52049, 2.48920, 2.35980], [-1.97059, 1.63938, -2.67443], [4.00457, 1.47142, -3.32990], [0.32013, -3.21528, -0.28715], [1.77396, 3.26460, -3.69087], [1.20848, -5.45235, -1.30117], [-7.45965, -1.86860, -1.17234], [-3.21394, 0.83121, 1.82540], [3.30834, -0.16282, -1.33439], [-5.03234, -0.61021, 2.23626], [-0.40463, 3.48014, -2.28905], [-6.55936, -3.30935, -0.92655], [-7.84148, -3.14606, 0.18545], [-5.42986, -1.57291, -1.88943], [0.65833, 4.10976, 2.47465], [3.71254, -5.75688, -1.14914], [-0.91755, 0.34683, -2.26129], [-3.60777, 0.06640, -2.35305]]
}


{
  "formula": "C5H10O",
  "method": "ωB97M-V with the def2-TZVPD basis set",
  "e_homo_ev": -9.36,
  "energy_ev": -7393.95670,
  "e_above_lowest_kj_mol": 78.0,
  "gap_ev": 10.4,
  "symbols": ["O", "C", "C", "C", "C", "C", "H", "H", "H", "H", "H", "H", "H", "H", "H", "H"],
  "coordinates": [[-1.63083, 1.09954, -0.39656], [0.98574, 0.86934, 1.71696], [0.83623, 0.00799, 0.48085], [-0.55255, -0.81914, 0.45113], [-1.07311, 0.04621, -0.63035], [-0.59735, -0.38353, -1.99424], [-0.37688, -1.86778, 0.17563], [0.81727, 0.25972, 2.60379], [0.24641, 1.67756, 1.69602], [0.91904, 0.70483, -0.37977], [1.97716, 1.33227, 1.77357], [-1.48393, -0.73625, -2.51779], [1.65891, -0.68882, 0.31378], [-0.15326, 0.46291, -2.51757], [0.12839, -1.20353, -1.92807], [-1.25883, -0.81932, 1.29945]]
}